[1]
Density functional theory data (the ωB97M-V functional and the def2-TZVPD basis) for a cluster of 2 separate species, C2H3BrO2 in total.

Energy relative to the best compared isomer or geometry (same formula, charge and spin)   8.656 eV

```
8
Properties=species:S:1:pos:R:3:lowdin_charge:R:1
Br 2.07 0.48 -0.09 0.559
O -1.30 2.01 0.06 0.054
O -2.13 0.86 -0.11 0.040
C 0.14 0.10 -0.51 -0.523
C -0.87 0.75 0.35 -0.460
H -0.98 -0.09 2.54 0.169
H 0.17 -1.04 -0.60 0.088
H 0.13 0.34 -1.60 0.074
```



[2]
Density functional theory data (the ωB97M-V functional and the def2-TZVPD basis) for a structure of composition C2H3CaNaO.

Spin multiplicity   2
Energy   -992.73376 Eh
Net charge   +1
<S²>   0.77

```
8
Properties=species:S:1:pos:R:3:lowdin_charge:R:1
Ca 0.35 -0.22 2.25 1.091
Na -3.22 -0.17 0.83 0.628
O 0.57 1.73 0.38 -0.319
C 1.10 0.78 -0.38 -0.203
C -0.24 -0.64 -0.67 -0.132
H 2.02 0.36 0.08 0.038
H 0.33 -1.52 -1.00 -0.053
H -0.90 -0.31 -1.49 -0.050
```



[3]
Density functional theory data (the ωB97M-V functional and the def2-TZVPD basis) for a structure of composition C2H3CeO3.

Spin multiplicity   3
Energy relative to the best compared isomer or geometry (same formula, charge and spin)   0.000 eV
Net charge   +1
<S²>   2.00

```
9
Properties=species:S:1:pos:R:3:lowdin_charge:R:1
Ce 0.12 2.35 -1.21 1.535
O -0.24 0.07 -0.95 -0.558
O -1.13 1.89 1.40 0.113
O 0.00 0.51 2.88 0.276
C -0.55 1.10 2.04 -0.370
C 0.33 -1.19 -1.03 -0.246
H -0.42 -1.98 -0.80 0.087
H 0.73 -1.43 -2.03 0.081
H 1.15 -1.33 -0.30 0.082
```



[4]
Density functional theory data (the ωB97M-V functional and the def2-TZVPD basis) for a cluster of 2 separate species, C2H3Cl2N in total.

Energy relative to the best compared isomer or geometry (same formula, charge and spin)   4.127 eV

```
8
Properties=species:S:1:pos:R:3:lowdin_charge:R:1
Cl 0.28 -1.02 3.72 0.261
Cl 1.00 1.57 0.28 0.631
N -0.04 0.45 -0.52 -0.633
C -0.17 -0.20 -1.80 -0.167
C -1.10 -0.25 -0.52 0.000
H 0.00 0.16 3.35 -0.273
H 0.48 -1.05 -1.74 0.067
H -0.46 0.34 -2.77 0.116
```



[5]
Density functional theory data (the ωB97M-V functional and the def2-TZVPD basis) for an isolated molecule of C2H3Cl2N.

Structure (SMILES)   ClC1(Cl)CN1
Energy relative to the best compared isomer or geometry (same formula, charge and spin)   1.739 eV

```
8
Properties=species:S:1:pos:R:3:lowdin_charge:R:1
Cl -0.16 1.42 2.30 0.555
Cl -2.67 0.67 1.21 0.588
N -0.47 1.19 -0.37 0.018
C -0.93 0.65 0.88 -1.367
C -0.26 -0.49 0.21 -0.021
H -0.71 -1.12 -0.42 0.033
H 0.55 1.35 -0.41 0.065
H 0.87 -0.52 0.52 0.128
```



[6]
Density functional theory data (the ωB97M-V functional and the def2-TZVPD basis) for a cluster of 2 separate species, C2H3Cl2N in total.

Energy relative to the best compared isomer or geometry (same formula, charge and spin)   4.368 eV

```
8
Properties=species:S:1:pos:R:3:lowdin_charge:R:1
Cl 0.19 -1.73 -1.52 0.601
Cl -0.24 2.27 -2.11 0.173
N -0.36 -0.95 -0.04 -0.623
C 0.28 -0.90 1.22 -0.190
C -1.16 -0.29 0.67 0.030
H -0.02 3.55 -1.65 -0.164
H 1.03 -0.18 1.37 0.048
H 0.28 -1.76 2.05 0.125
```



[7]
Density functional theory data (the ωB97M-V functional and the def2-TZVPD basis) for an isolated molecule of C2H3Cl2N2P.

Structure (SMILES)   ClC1=NP(Cl)NC1
Energy relative to the best compared isomer or geometry (same formula, charge and spin)   0.000 eV

```
10
Properties=species:S:1:pos:R:3:lowdin_charge:R:1
Cl 2.51 1.26 0.72 0.203
Cl -0.27 -2.79 0.21 0.718
P 1.35 0.85 -0.83 0.439
N 1.18 -0.85 -0.52 -0.214
N -0.20 1.13 -0.17 -0.278
C 0.03 -1.16 -0.14 -0.885
C -0.93 -0.03 0.23 -0.256
H -1.86 -0.17 -0.32 0.116
H -1.17 -0.19 1.27 0.102
H -0.65 1.96 -0.43 0.054
```



[8]
Density functional theory data (the ωB97M-V functional and the def2-TZVPD basis) for a cluster of 2 separate species, C2H3Cl2NO in total.

Energy relative to the best compared isomer or geometry (same formula, charge and spin)   2.499 eV

```
9
Properties=species:S:1:pos:R:3:lowdin_charge:R:1
Cl 0.43 2.51 -3.04 0.658
Cl -1.06 -0.91 -1.87 0.612
O -0.16 2.03 -0.64 -0.018
N -0.44 -1.20 0.56 0.009
C 0.08 -1.02 -0.62 -0.619
C 0.49 1.68 -1.55 -0.856
H 1.29 0.90 -1.52 0.067
H 0.17 -1.32 1.27 0.042
H -1.42 -1.32 0.79 0.105
```